1.
Molecular formula: C17H16F2NS
Method: DFT, the ωB97M-V functional and the def2-TZVPD basis

Properties
charge	+1
F_max	2.95	eV/Å
HOMO level	-11.105	eV
Kohn-Sham gap	5.75	eV

Each line ends with the natural charge from an NBO analysis.
Element x y z (Å)
C -2.34779 -0.24860 2.00239  -0.75
S -1.53547 -0.22132 0.36225  0.90
C -2.81692 -1.22219 -0.51338  -0.73
C -1.96862 1.34584 -0.19371  -0.82
C -1.28066 2.46290 0.25918  0.21
N -0.74052 3.47031 0.55200  -0.35
H -1.77584 0.40185 2.67230  0.27
H -3.37716 0.11402 1.90078  0.24
H -2.32070 -1.28617 2.35763  0.24
H -2.66194 -1.11155 -1.59617  0.24
H -2.67616 -2.27282 -0.21345  0.26
H -3.80673 -0.85445 -0.20776  0.25
H -3.02813 1.46194 -0.48362  0.24
F 3.72940 0.81056 -3.71617  -0.30
C 2.43628 1.19273 -3.45980  0.48
C 1.54205 0.22561 -3.00209  -0.28
C 0.24030 0.62477 -2.76224  -0.09
C -0.21698 1.96015 -2.98783  -0.20
C -1.56080 2.24678 -2.60302  0.15
C -2.30128 3.45857 -2.77665  -0.20
C -3.72502 3.34946 -2.66721  -0.08
C -4.56809 4.43819 -2.81541  -0.29
C -3.99162 5.66285 -3.14716  0.48
F -4.82926 6.72206 -3.39523  -0.30
C -2.61627 5.84152 -3.28537  -0.27
C -1.77606 4.76693 -2.99889  -0.09
C 0.72250 2.86319 -3.57623  -0.08
C 2.05908 2.50469 -3.74079  -0.28
H 1.86475 -0.80259 -2.83447  0.26
H -0.47849 -0.10397 -2.38047  0.20
H -2.17629 1.35408 -2.40705  0.23
H -4.14963 2.36436 -2.45150  0.22
H -5.64804 4.33268 -2.69761  0.26
H -2.22003 6.81297 -3.58065  0.26
H -0.70707 4.94395 -2.89638  0.23
H 0.39657 3.84317 -3.90985  0.23
H 2.79778 3.22286 -4.10172  0.26

2.
Molecular formula: C17H16F3NO6
Method: DFT, the ωB97M-V functional and the def2-TZVPD basis

Properties
F_max	1.33	eV/Å
HOMO level	-8.302	eV
Kohn-Sham gap	8.75	eV
SMILES string	CCOC(=O)[C@](O)(c1ccc(NC(=O)c2ccco2)c(OC)c1)C(F)(F)F

Each line ends with the natural charge from an NBO analysis.
Element x y z (Å)
C -5.66379 -0.03708 -2.60176  -0.62
C -4.28357 -0.64930 -2.73322  -0.07
H -4.12539 -1.08785 -3.72382  0.19
H -4.11101 -1.42527 -1.97982  0.19
O -3.31716 0.39387 -2.53694  -0.50
C -2.05242 0.07749 -2.72184  0.80
O -1.64121 -1.00457 -3.02968  -0.58
C -1.12020 1.28423 -2.44581  0.06
O -0.26196 1.37459 -3.55752  -0.68
H 0.44823 2.00258 -3.36684  0.49
C -0.35865 0.96906 -1.16783  -0.09
C -0.53335 1.61926 0.04097  -0.15
C 0.22073 1.24072 1.14135  -0.25
C 1.14265 0.21007 1.05205  0.11
C 1.31751 -0.45610 -0.18086  0.34
C 0.57308 -0.06462 -1.27518  -0.30
H 0.67683 -0.55417 -2.22924  0.25
O 2.23761 -1.46596 -0.18744  -0.52
C 2.41400 -2.19715 -1.38044  -0.25
H 1.47926 -2.66194 -1.70531  0.19
H 3.14336 -2.97020 -1.14387  0.20
H 2.80342 -1.56327 -2.18224  0.18
N 1.92154 -0.22657 2.11679  -0.60
C 1.94683 0.23235 3.40244  0.64
O 1.26938 1.14114 3.83889  -0.60
C 2.90562 -0.50014 4.24446  0.15
C 3.20646 -0.32692 5.57177  -0.24
C 4.18882 -1.29058 5.88243  -0.32
C 4.41597 -1.97862 4.72815  0.12
O 3.64976 -1.51300 3.73340  -0.40
H 5.07574 -2.79224 4.49811  0.21
H 4.66046 -1.45013 6.82990  0.23
H 2.76985 0.40089 6.22330  0.25
H 2.53975 -0.99414 1.88430  0.43
H 0.09306 1.74540 2.08397  0.26
H -1.24119 2.42132 0.15871  0.22
C -1.92047 2.59966 -2.39102  0.97
F -1.08009 3.63659 -2.19808  -0.33
F -2.84769 2.68214 -1.43362  -0.31
F -2.54262 2.83793 -3.54986  -0.31
H -5.77949 0.41096 -1.61894  0.22
H -6.41850 -0.80611 -2.73702  0.22
H -5.80115 0.73566 -3.35278  0.22

3.
Molecular formula: C17H16F6N4O4PdS2Se
Method: DFT, the ωB97M-V functional and the def2-TZVPD basis

Properties
charge	-2
F_max	0.51	eV/Å
HOMO level	-1.400	eV
Kohn-Sham gap	6.27	eV

Each line ends with the natural charge from an NBO analysis.
Element x y z (Å)
Pd -0.54254 -0.41261 -0.46549  0.33
C -1.15880 -2.75262 1.75102  -0.43
N 0.00575 -1.97357 1.37073  -0.46
C 0.47640 -1.17165 2.48080  -0.41
C 1.06816 -2.81393 0.81111  -0.27
C 0.72378 -3.20561 -0.60013  0.03
C 0.02537 -4.38673 -0.83491  -0.25
C -0.45600 -4.69793 -2.09939  -0.25
C -0.22643 -3.81315 -3.14197  -0.22
C 0.52011 -2.66461 -2.91455  -0.25
C 1.02060 -2.32867 -1.65651  -0.31
H -0.90231 -3.50263 2.52538  0.13
H -1.56802 -3.26350 0.88107  0.23
H -1.93026 -2.08353 2.12246  0.24
H 0.79525 -1.79409 3.33984  0.14
H -0.32645 -0.51081 2.80981  0.22
H 1.31851 -0.55807 2.15933  0.21
H 1.22155 -3.70869 1.44297  0.15
H 1.99171 -2.23403 0.81454  0.22
H -0.16834 -5.05943 -0.00355  0.19
H -1.02528 -5.60666 -2.25923  0.19
H -0.62497 -4.01736 -4.13008  0.19
H 0.73394 -2.00097 -3.74999  0.20
F -5.40858 -0.95447 -0.09591  -0.36
C -4.63311 -0.00313 -0.67115  0.67
F -5.02241 1.17031 -0.13710  -0.34
F -4.97514 0.03318 -1.97414  -0.35
S -2.81236 -0.38898 -0.39942  2.10
O -2.88056 -0.28852 1.05907  -0.97
O -2.87421 -1.64965 -1.14376  -0.96
N -2.27362 0.90076 -1.27030  -1.24
S -2.09319 2.37168 -0.73356  2.26
O -1.46844 2.54458 0.55180  -0.95
O -3.21658 3.22982 -1.02292  -0.96
C -0.84867 2.97438 -1.97930  0.72
F 0.18134 2.15747 -2.17260  -0.31
F -1.42121 3.19627 -3.17020  -0.33
F -0.36624 4.15303 -1.54118  -0.34
Se 2.61829 -0.96152 -1.75880  0.75
N 1.68756 0.04026 -0.50189  -0.74
C 2.32944 1.11221 -0.15555  0.18
C 1.79688 2.07738 0.77057  -0.22
C 2.54055 3.15427 1.10525  -0.23
C 3.85836 3.36529 0.55215  -0.25
C 4.39275 2.49844 -0.33507  -0.20
C 3.64948 1.32429 -0.75491  0.03
N 4.02944 0.44601 -1.61744  -0.63
H 0.78744 1.93495 1.13941  0.25
H 2.13617 3.89559 1.78495  0.20
H 4.41035 4.24989 0.85276  0.19
H 5.37313 2.65485 -0.77022  0.20

4.
Molecular formula: C17H16N2O2S3
Method: DFT, the ωB97M-V functional and the def2-TZVPD basis

Properties
F_max	0.97	eV/Å
HOMO level	-7.930	eV
Kohn-Sham gap	7.84	eV
SMILES string	C=CCn1c(SCC(=O)c2cccs2)nc2sc(CC)cc2c1=O

Each line ends with the natural charge from an NBO analysis.
Element x y z (Å)
C -0.53235 0.48742 4.19374  -0.39
C -0.71422 1.65750 3.61336  -0.18
C -0.20272 2.05435 2.25896  -0.29
N 0.34350 0.94818 1.50213  -0.44
C -0.47237 0.02566 0.93434  0.33
N -0.07886 -1.03425 0.30966  -0.53
C 1.24985 -1.20097 0.20304  0.06
C 2.19517 -0.32181 0.71338  -0.25
C 3.52197 -0.74642 0.44576  -0.22
C 3.57528 -1.91387 -0.24080  -0.16
S 1.97896 -2.54182 -0.59747  0.43
C 4.77843 -2.64463 -0.72780  -0.43
C 4.93915 -2.49714 -2.24221  -0.59
H 5.81983 -3.03629 -2.58167  0.21
H 4.06639 -2.89669 -2.75330  0.21
H 5.04725 -1.44875 -2.51005  0.21
H 4.68848 -3.70462 -0.47910  0.21
H 5.65974 -2.24518 -0.22231  0.22
H 4.38431 -0.19092 0.76611  0.24
C 1.75559 0.84599 1.42913  0.67
O 2.45380 1.69790 1.93762  -0.61
S -2.20458 0.29453 1.06224  0.28
C -2.80563 -0.92944 -0.14729  -0.63
C -2.68189 -0.32441 -1.53287  0.54
O -1.81998 -0.67396 -2.30734  -0.52
C -3.63315 0.72871 -1.86219  -0.35
C -3.62752 1.47453 -3.01776  -0.16
C -4.66916 2.41204 -3.07209  -0.26
C -5.46138 2.37212 -1.96314  -0.39
S -4.95122 1.19566 -0.83256  0.46
H -6.32326 2.97178 -1.74465  0.24
H -4.82931 3.08640 -3.89375  0.23
H -2.88670 1.33374 -3.78389  0.24
H -3.83930 -1.13638 0.12401  0.24
H -2.17267 -1.81119 -0.05979  0.29
H 0.61616 2.77383 2.38191  0.27
H -1.00572 2.52668 1.68222  0.22
H -1.25425 2.44662 4.11719  0.21
H -0.91659 0.28076 5.17676  0.21
H 0.00894 -0.31565 3.72045  0.19

5.
Molecular formula: C17H16N4O2PdSSe2
Method: DFT, the ωB97M-V functional and the def2-TZVPD basis

Properties
F_max	0.49	eV/Å
HOMO level (alpha / beta)	-6.574 / -6.980	eV
multiplicity	3
Kohn-Sham gap (alpha / beta)	5.50 / 5.86	eV

Each line ends with the natural charge from an NBO analysis.
Element x y z (Å)
Pd 0.22779 0.36036 -0.05271  0.62
O 2.32795 4.40628 -2.73316  -0.76
C 2.54821 3.60868 -1.55764  -0.08
C 1.53448 3.98192 -0.48363  -0.15
C 1.64243 5.48975 -0.13803  -0.05
O 1.14207 6.37686 -1.11494  -0.73
C 0.09466 3.71183 -0.92004  -0.56
Se -0.30296 1.98550 -1.74037  -0.22
C 1.90114 3.26361 0.82224  -0.56
Se 2.31094 1.35883 0.79036  -0.21
H 2.51171 3.87699 -3.51211  0.49
H 3.56306 3.79372 -1.18642  0.17
H 2.45240 2.55039 -1.80230  0.21
H 2.69484 5.71395 0.08948  0.16
H 1.06443 5.68088 0.77061  0.17
H 1.51955 6.09487 -1.95966  0.49
H -0.19871 4.45484 -1.65829  0.24
H -0.56277 3.84390 -0.05618  0.20
H 1.10824 3.43344 1.55401  0.21
H 2.80638 3.72471 1.22713  0.22
S -1.92930 -3.28422 6.38481  0.93
N -0.81403 -3.71108 5.29760  -0.59
C -0.86280 -2.80882 4.32924  0.10
C -0.03113 -2.80438 3.13425  -0.03
C 0.93179 -3.77868 2.87093  -0.13
C 1.66011 -3.69054 1.70570  -0.24
C 1.40458 -2.63465 0.83048  0.08
N 0.49198 -1.70642 1.07170  -0.45
C -0.21180 -1.77810 2.20972  0.14
C -1.21220 -0.71188 2.45164  0.26
N -1.29873 0.25907 1.53430  -0.47
C -2.19249 1.22556 1.69447  0.08
C -3.05056 1.27556 2.79155  -0.24
C -2.95902 0.29229 3.75180  -0.11
C -2.02036 -0.72590 3.58484  -0.11
C -1.83278 -1.80441 4.54467  0.12
N -2.50844 -1.95481 5.67352  -0.59
H 1.08877 -4.57777 3.58252  0.24
H 2.41895 -4.41877 1.45816  0.23
H 1.95646 -2.53350 -0.09558  0.21
H -2.21238 1.97518 0.91166  0.23
H -3.76564 2.08097 2.87339  0.24
H -3.59232 0.29057 4.62869  0.24

6.
Molecular formula: C17H16N4O3S2
Method: DFT, the ωB97M-V functional and the def2-TZVPD basis

Properties
F_max	15.85	eV/Å
HOMO level	-8.117	eV
Kohn-Sham gap	7.27	eV
SMILES string	COc1ccc(-c2ccc(SCC(=O)Nc3nccs3)nn2)cc1OC

Each line ends with the natural charge from an NBO analysis.
Element x y z (Å)
C -0.07304 4.18988 4.67414  -0.19
H -1.06741 3.78807 5.15789  0.14
O -0.04091 3.97513 3.44824  -0.47
C 0.03295 2.70138 2.83793  0.26
C -0.13041 1.60895 3.53037  -0.30
C 0.20435 0.27111 2.94314  -0.16
C 0.42359 0.14107 1.49519  -0.11
C 0.18756 1.18515 0.89530  -0.26
C 0.10455 2.42555 1.41568  0.27
O 0.15522 3.71530 0.69829  -0.47
C 0.37680 3.41317 -0.59437  -0.20
H -0.58963 2.85334 -1.12379  0.14
H 1.09225 3.23210 -1.08570  0.15
H 0.32800 4.57568 -0.98040  0.17
H 0.26191 1.07089 -0.18607  0.26
C 0.51516 -1.21665 0.93211  0.16
N 0.40738 -1.05500 -0.40678  -0.19
N 0.52173 -2.26550 -1.06674  -0.25
C 0.47814 -3.47699 -0.24762  0.08
C 0.67855 -3.62810 0.98283  -0.25
C 0.40931 -2.48988 1.70077  -0.16
H 0.71308 -2.58549 2.75542  0.23
H 0.71308 -4.63818 1.51889  0.25
S 0.73112 -4.87402 -1.53160  0.29
C 0.16194 -4.06273 -2.88077  -0.74
C 1.32449 -2.71146 -3.02636  0.76
O 2.46253 -2.75965 -3.04169  -0.61
N 0.86185 -1.61638 -3.41762  -0.66
C -0.31584 -1.04758 -3.55589  0.34
N -1.46134 -1.63126 -3.47727  -0.53
C -2.61324 -0.95789 -3.21927  -0.05
C -2.45520 0.40357 -3.22885  -0.34
S -0.59518 0.71146 -3.23827  0.22
H -3.06398 1.31682 -3.21283  0.24
H -3.58719 -1.31308 -3.37253  0.22
H 1.67124 -0.92187 -3.41348  0.41
H -0.84489 -3.57063 -3.07065  0.30
H 0.83848 -4.57457 -3.87703  0.27
H 0.19070 -0.64538 3.72781  0.21
H 0.10511 1.44654 4.68113  0.24
H 0.85249 3.90322 5.16552  0.15
H 0.03469 5.11389 4.69493  0.18